{
  "formula": "C26H48BrIN2O14P2",
  "method": "ωB97M-V with the def2-TZVPD basis set",
  "smiles": "N=[PH2]N1C(=O)c2cc(P(=O)(O)O)c(I)c(Br)c2C1=O.COCCOCCOC.COCCOCCOC.COCCOCCOC",
  "max_force_ev_per_a": 5.200,
  "total_energy_ha": -5736.44482,
  "elements": ["N", "P", "N", "C", "O", "C", "C", "C", "P", "O", "O", "O", "C", "I", "C", "Br", "C", "C", "O", "H", "H", "H", "H", "H", "H", "C", "O", "C", "C", "O", "C", "C", "O", "C", "H", "H", "H", "H", "H", "H", "H", "H", "H", "H", "H", "H", "H", "H", "C", "O", "C", "C", "O", "C", "C", "O", "C", "H", "H", "H", "H", "H", "H", "H", "H", "H", "H", "H", "H", "H", "H", "C", "O", "C", "C", "O", "C", "C", "O", "C", "H", "H", "H", "H", "H", "H", "H", "H", "H", "H", "H", "H", "H", "H"],
  "positions_angstrom": [[0.65, -2.11, 0.73], [1.84, -1.20, 0.12], [2.00, 0.36, 0.97], [0.99, 0.56, 2.06], [1.15, 0.50, 3.29], [-0.30, 0.92, 1.19], [-1.81, 0.68, 1.41], [-2.76, 1.19, 0.26], [-4.60, 0.85, 0.51], [-5.50, 2.03, 0.13], [-4.81, 0.33, 2.13], [-5.02, -0.52, -0.44], [-2.18, 1.92, -1.01], [-3.56, 2.62, -2.56], [-0.63, 2.15, -1.21], [0.17, 3.05, -2.76], [0.28, 1.60, -0.09], [1.86, 1.57, 0.10], [2.77, 2.33, -0.28], [-0.04, -2.33, -0.02], [1.59, -0.99, -1.28], [3.06, -1.95, 0.33], [-2.17, 0.16, 2.35], [-4.21, -0.43, 2.30], [-4.82, -0.33, -1.39], [-1.68, -5.87, 4.12], [-2.61, -5.80, 3.05], [-3.06, -7.09, 2.66], [-4.34, -6.98, 1.83], [-5.51, -6.81, 2.63], [-5.68, -5.51, 3.21], [-6.11, -4.46, 2.19], [-4.98, -3.97, 1.48], [-5.35, -3.26, 0.31], [-0.80, -6.46, 3.84], [-1.35, -4.85, 4.35], [-2.15, -6.29, 5.01], [-3.25, -7.71, 3.54], [-2.27, -7.55, 2.05], [-4.48, -7.92, 1.31], [-4.26, -6.20, 1.07], [-4.79, -5.20, 3.76], [-6.49, -5.63, 3.94], [-6.57, -3.62, 2.71], [-6.83, -4.90, 1.49], [-5.88, -3.92, -0.39], [-4.45, -2.90, -0.17], [-5.99, -2.41, 0.56], [-1.59, 5.48, 2.36], [-1.05, 6.52, 1.57], [-0.04, 6.05, 0.68], [0.21, 7.06, -0.42], [-0.75, 7.00, -1.48], [-2.03, 7.54, -1.17], [-2.04, 9.07, -1.14], [-1.56, 9.54, 0.12], [-1.23, 10.91, 0.08], [-0.81, 5.00, 2.96], [-2.34, 5.92, 3.03], [-2.09, 4.74, 1.73], [-0.35, 5.09, 0.24], [0.87, 5.90, 1.26], [1.17, 6.82, -0.89], [0.30, 8.08, -0.03], [-2.44, 7.12, -0.25], [-2.68, 7.22, -1.99], [-3.06, 9.44, -1.27], [-1.41, 9.46, -1.95], [-0.41, 11.08, -0.62], [-0.90, 11.21, 1.08], [-2.10, 11.52, -0.19], [7.20, -5.75, -1.70], [7.25, -4.37, -2.01], [8.25, -4.07, -2.98], [8.00, -2.70, -3.59], [7.01, -2.71, -4.61], [5.66, -2.82, -4.15], [5.13, -1.54, -3.53], [5.55, -1.44, -2.17], [5.38, -0.14, -1.65], [8.16, -6.10, -1.32], [6.44, -5.91, -0.94], [6.92, -6.33, -2.59], [8.24, -4.83, -3.77], [9.22, -4.08, -2.48], [8.92, -2.38, -4.09], [7.78, -1.95, -2.82], [5.53, -3.68, -3.49], [5.07, -3.02, -5.05], [4.03, -1.55, -3.53], [5.49, -0.67, -4.09], [6.00, 0.58, -2.20], [5.71, -0.14, -0.61], [4.33, 0.17, -1.69]],
  "mulliken_charge": [-0.65, 0.44, -0.19, 0.13, -0.51, 0.43, -0.62, 1.27, 0.85, -0.61, -0.49, -0.41, -0.85, 0.12, -0.02, -0.04, 0.39, 0.06, -0.52, 0.19, 0.08, 0.13, 0.18, 0.32, 0.31, -0.80, -0.16, -0.63, -0.32, -0.48, -0.43, -0.59, -0.21, -0.80, 0.31, 0.23, 0.32, 0.36, 0.42, 0.39, 0.13, 0.19, 0.39, 0.44, 0.35, 0.33, 0.21, 0.34, -0.72, -0.31, -0.24, -0.55, -0.45, -0.35, -0.62, -0.24, -0.78, 0.31, 0.28, 0.27, 0.10, 0.50, 0.43, 0.19, 0.20, 0.37, 0.44, 0.35, 0.32, 0.23, 0.31, -0.78, -0.22, -0.60, -0.35, -0.47, -0.43, -0.55, -0.25, -0.75, 0.31, 0.23, 0.32, 0.36, 0.43, 0.39, 0.16, 0.20, 0.39, 0.41, 0.35, 0.36, 0.27, 0.21]
}